(1)
C6H16NOSi | ωB97M-V/def2-TZVPD

Structure (XYZ):
```
25
Properties=species:S:1:pos:R:3:mulliken_charge:R:1
C 1.276 -1.486 -0.538 -0.36
C 2.605 1.516 -0.548 -0.84
C -1.066 -1.200 1.783 -0.93
C -1.527 1.469 0.238 -1.09
C -2.243 -1.064 -1.173 -0.94
C 0.766 -0.136 -0.651 -0.17
N 1.714 0.647 0.270 -0.21
O 2.072 -1.781 0.395 -0.57
Si -1.073 -0.361 0.094 0.04
H 0.876 -2.242 -1.075 0.65
H 3.069 0.857 -1.411 0.32
H 2.027 2.381 -0.990 0.34
H 3.416 1.996 0.178 0.35
H -0.866 -2.365 1.780 0.31
H -0.366 -0.738 2.421 0.39
H -2.113 -1.012 2.293 0.32
H -1.465 2.104 -0.712 0.33
H -2.625 1.407 0.589 0.30
H -1.034 2.061 0.989 0.45
H -2.111 -2.126 -1.127 0.37
H -3.252 -0.890 -0.689 0.30
H -2.217 -0.618 -2.231 0.32
H 0.672 0.385 -1.664 0.52
H 1.169 1.288 0.880 0.32
H 2.295 -0.090 0.900 0.51
```

The value obtained for the HOMO-LUMO gap is 11.055 eV. Its charge is +1. For the calculated total energy, the calculation gives -657.42286 Eh.

(2)
C6H16O | ωB97M-V/def2-TZVPD

Structure (XYZ):
```
23
Properties=species:S:1:pos:R:3:mulliken_charge:R:1
C -0.034 2.059 1.241 -1.10
C 0.886 0.955 0.752 -0.60
C 0.118 -0.276 0.213 0.79
C -0.603 -1.050 1.326 -1.60
C 1.117 -1.145 -0.601 -0.54
C 0.643 -2.548 -0.939 -1.38
H -0.509 1.790 2.176 0.31
H -0.747 2.339 0.448 0.22
H 0.347 3.087 1.288 0.38
H 1.590 1.165 -0.054 0.39
H 1.443 0.518 1.584 0.30
H -0.625 -0.035 -0.554 0.00
H -1.434 -0.467 1.716 0.42
H -1.035 -1.961 0.901 0.44
H 0.077 -1.378 2.108 0.32
H 2.052 -1.154 -0.029 0.33
H 1.310 -0.652 -1.559 0.33
H 0.592 -3.190 -0.059 0.30
H 1.178 -3.116 -1.700 0.37
H -0.351 -2.486 -1.401 0.34
H -1.825 1.743 -2.298 0.32
H -2.513 3.124 -2.178 0.32
O -1.677 2.676 -2.379 -0.64
```

The value obtained for the HOMO-LUMO gap is 11.481 eV. Its charge is 0. For the calculated total energy, the calculation gives -313.42348 Eh.

(3)
C6H16O2 | ωB97M-V/def2-TZVPD

Structure (XYZ):
```
24
Properties=species:S:1:pos:R:3:mulliken_charge:R:1
C -2.025 0.343 2.426 -0.51
O -3.311 0.133 1.817 -0.53
C -0.842 0.296 1.445 -0.67
C -0.981 -0.467 0.131 -0.86
C 0.225 -0.262 -0.759 -0.33
C 1.558 -0.825 -0.204 -0.23
C 2.418 -1.474 -1.292 -1.29
H -2.028 1.365 2.798 0.26
H -1.962 -0.274 3.315 0.37
H -3.241 0.548 0.951 0.30
H -0.028 -0.079 2.031 0.34
H -0.568 1.302 1.214 0.37
H -1.903 -0.187 -0.370 0.53
H -1.120 -1.529 0.377 0.22
H 0.368 0.824 -0.832 -0.45
H 0.051 -0.578 -1.776 0.66
H 2.165 -0.061 0.277 0.33
H 1.255 -1.560 0.546 0.34
H 1.800 -1.889 -2.089 0.34
H 3.032 -0.749 -1.822 0.32
H 3.045 -2.266 -0.901 0.35
H -0.011 2.668 -2.655 0.32
H 1.150 2.008 -1.999 0.47
O 0.953 2.714 -2.627 -0.66
```

The value obtained for the HOMO-LUMO gap is 10.892 eV. Its charge is 0. For the calculated total energy, the calculation gives -388.65304 Eh.

(4)
C6H16O2 | ωB97M-V/def2-TZVPD

Structure (XYZ):
```
24
Properties=species:S:1:pos:R:3:mulliken_charge:R:1
C -0.616 0.568 -1.253 1.15
C -0.809 -0.912 -1.139 -0.16
C -0.275 0.989 -2.680 -1.58
C -1.820 1.323 -0.691 -1.57
O -0.363 -1.743 -1.897 -0.54
H 0.663 -3.214 -0.758 -0.20
H 0.252 0.764 -0.605 0.07
H 0.292 -1.244 2.278 0.27
H -1.334 -1.227 -0.216 0.34
H 0.006 2.039 -2.709 0.43
H -2.036 1.008 0.329 0.39
H -1.621 2.393 -0.684 0.36
H -1.132 0.840 -3.334 0.35
H 0.553 0.395 -3.057 0.35
H -2.703 1.143 -1.302 0.42
C 1.200 -0.627 2.200 -0.15
C 0.942 0.759 2.770 -1.09
O 1.583 -0.488 0.845 -0.50
H 1.729 -1.362 0.456 0.24
H 1.999 -1.122 2.770 0.33
H 0.848 -3.581 -0.044 0.20
H 1.835 1.369 2.670 0.28
H 0.132 1.242 2.229 0.22
H 0.675 0.687 3.822 0.38
```

The value obtained for the HOMO-LUMO gap is 10.652 eV. Its charge is 0. For the calculated total energy, the calculation gives -388.62613 Eh.

(5)
C6H16O2 | ωB97M-V/def2-TZVPD

Structure (XYZ):
```
24
Properties=species:S:1:pos:R:3:mulliken_charge:R:1
C -1.186 1.199 -2.078 -1.23
C 0.097 2.586 1.340 -1.14
C -0.197 1.669 -1.011 -0.21
C -0.891 2.117 0.273 -0.34
H -0.657 0.882 -2.993 0.33
H -1.878 2.017 -2.338 0.36
H -1.774 0.347 -1.699 0.27
H 0.686 3.438 0.961 0.30
H 0.790 1.768 1.600 0.25
H -0.432 2.903 2.255 0.34
H 0.503 0.846 -0.770 0.15
H 0.399 2.513 -1.407 0.34
H -1.592 2.939 0.032 0.31
H -1.488 1.272 0.669 0.27
O 1.990 -1.844 1.454 -0.53
O 0.847 -2.699 -0.963 -0.55
C 1.069 -2.922 1.371 -0.49
C 0.081 -2.727 0.246 -0.12
H 2.362 -1.738 0.554 0.33
H 0.270 -2.385 -1.691 0.30
H 1.596 -3.885 1.231 0.26
H 0.536 -2.967 2.340 0.33
H -0.658 -3.551 0.236 0.35
H -0.473 -1.779 0.389 0.12
```

The value obtained for the HOMO-LUMO gap is 11.066 eV. Its charge is 0. For the calculated total energy, the calculation gives -388.66299 Eh.

(6)
C6H16O3SSi | ωB97M-V/def2-TZVPD

Structure (XYZ):
```
27
Properties=species:S:1:pos:R:3:mulliken_charge:R:1
C 0.412 -2.022 -0.152 -1.46
C 3.476 -0.246 0.042 -1.10
C 1.459 2.142 -0.920 -1.16
C 1.065 0.613 1.820 -1.15
C -4.126 -0.201 -0.926 -1.12
C 0.770 -0.929 -0.853 0.15
O -2.798 1.008 1.074 -0.60
O -2.400 -1.424 0.582 -0.46
O -1.505 0.408 -0.969 -0.50
Si 1.698 0.399 0.079 0.47
S -2.556 0.108 -0.018 1.19
H 0.575 -2.032 0.943 0.37
H -1.585 -1.803 0.787 0.37
H -0.239 -2.683 -0.632 0.53
H 4.309 0.400 0.236 0.39
H 3.595 -0.890 1.044 0.23
H 3.509 -0.845 -0.861 0.31
H 2.155 2.492 -1.570 0.44
H 0.413 2.167 -1.238 0.29
H 1.460 2.827 -0.051 0.29
H 1.817 1.328 2.253 0.31
H 0.094 0.998 1.895 0.37
H 1.194 -0.268 2.402 0.42
H -4.275 0.446 -1.659 0.40
H -4.165 -1.178 -1.298 0.33
H -4.780 0.028 -0.105 0.38
H 0.431 -0.844 -1.904 0.32
```

The value obtained for the HOMO-LUMO gap is 10.159 eV. Its charge is 0. For the calculated total energy, the calculation gives -1151.53873 Eh.

(7)
C6H16O3Si2 | ωB97M-V/def2-TZVPD

Structure (XYZ):
```
27
Properties=species:S:1:pos:R:3:mulliken_charge:R:1
C -2.598 -1.506 -0.496 0.79
C -3.698 -2.487 -0.607 -0.98
C 4.027 1.547 -1.385 -0.96
C -0.141 -0.540 2.283 -1.17
C -2.036 1.312 0.739 -1.02
C 3.276 1.055 -0.022 -0.37
O -1.904 -1.499 0.613 -0.40
O -2.301 -0.762 -1.408 -0.56
O 1.919 1.211 -0.003 -0.33
Si 0.774 0.341 -0.913 0.41
Si -0.898 -0.116 0.603 0.71
H -3.206 -3.294 -1.387 0.25
H -3.971 -2.971 0.346 0.30
H -4.598 -2.129 -1.166 0.32
H 3.985 0.892 -2.230 0.27
H 3.556 2.507 -1.619 0.28
H 5.128 1.742 -1.080 0.31
H -0.904 -0.511 3.201 0.29
H 0.292 -1.614 2.413 0.31
H 0.743 0.070 2.618 0.34
H -1.433 2.234 0.592 0.35
H -2.769 1.405 -0.177 0.29
H -2.514 1.265 1.724 0.28
H 3.721 1.487 0.847 0.35
H 3.310 -0.017 0.005 0.34
H 0.551 1.225 -1.932 -0.22
H 1.689 -0.849 -1.558 -0.16
```

The value obtained for the HOMO-LUMO gap is 10.130 eV. Its charge is 0. For the calculated total energy, the calculation gives -1042.94445 Eh.

(8)
C6H16P2 | ωB97M-V/def2-TZVPD

Structure (XYZ):
```
24
Properties=species:S:1:pos:R:3:mulliken_charge:R:1
C 0.259 0.304 2.082 -1.70
C 3.516 -0.020 -1.512 -0.96
C -2.092 -0.568 -1.282 -1.12
C -2.844 -0.107 1.345 -1.12
C 1.075 -0.381 -0.182 -0.85
C -0.115 0.145 0.614 0.36
P 2.456 0.868 -0.282 0.05
P -1.550 -1.058 0.422 0.08
H 0.422 -0.672 2.537 0.38
H 1.181 0.881 2.164 0.49
H -0.521 0.821 2.636 0.39
H 4.023 -0.842 -1.009 0.29
H 4.269 0.669 -1.888 0.36
H 2.930 -0.411 -2.342 0.30
H -1.403 -0.967 -2.023 0.33
H -2.152 0.515 -1.383 0.33
H -3.073 -1.003 -1.465 0.38
H -2.695 -0.230 2.415 0.33
H -3.818 -0.520 1.087 0.40
H -2.818 0.951 1.088 0.34
H 1.474 -1.276 0.306 0.38
H 0.777 -0.658 -1.198 0.24
H -0.421 1.120 0.207 0.34
H 1.811 1.681 -1.228 -0.01
```

The value obtained for the HOMO-LUMO gap is 9.706 eV. Its charge is 0. For the calculated total energy, the calculation gives -920.89949 Eh.

(9)
C6H17BrLuN2O3P2S | ωB97M-V/def2-TZVPD

Structure (XYZ):
```
33
Properties=species:S:1:pos:R:3:mulliken_charge:R:1
C 3.935 0.136 0.312 -1.06
C 3.047 -0.023 1.550 -0.52
C 1.547 -0.040 1.280 -0.24
O 1.271 0.665 0.024 0.09
C 0.091 0.733 -0.525 -0.77
O -0.892 -0.003 0.147 -0.13
C -1.688 -0.875 -0.604 -0.53
P -3.263 -0.954 0.440 0.51
N -3.172 -1.313 1.901 -0.52
P -0.941 -2.628 -0.565 0.40
O -2.177 -3.358 -1.574 -0.55
Br 0.640 -2.441 -2.003 -0.02
C -0.435 2.419 -0.479 -0.11
N -0.339 2.987 0.762 -0.32
S 0.541 3.370 -1.635 0.02
H 4.080 1.184 0.046 0.29
H 3.533 -0.391 -0.559 0.24
H 4.919 -0.288 0.513 0.40
H 3.267 0.755 2.283 0.35
H 3.280 -0.975 2.037 0.36
H 0.975 0.472 2.063 0.33
H 1.135 -1.054 1.183 0.15
H 0.099 0.493 -1.601 0.80
H -1.846 -0.545 -1.660 0.61
H -4.015 -2.075 -0.318 0.05
H -4.050 0.162 0.116 0.22
H -2.342 -1.555 2.425 0.32
H -1.888 -3.304 -2.511 0.42
H -1.478 2.324 -0.800 0.42
H -1.071 2.841 1.446 0.28
H 0.578 3.070 1.188 0.26
H 0.744 2.388 -2.531 0.20
Lu -4.084 -2.175 -2.350 1.05
```

The value obtained for the HOMO-LUMO gap is 2.589 eV. Its charge is +3. For the calculated total energy, the calculation gives -5463.11572 Eh.

(10)
C6H17BrNO3 | ωB97M-V/def2-TZVPD

Structure (XYZ):
```
28
Properties=species:S:1:pos:R:3:mulliken_charge:R:1
Br 0.181 -3.100 2.121 -0.86
C 4.054 -0.420 -0.670 -0.53
C 3.274 -0.759 0.614 0.56
O 3.444 -2.107 0.936 -0.49
O 3.602 0.563 -1.256 -0.45
H 4.125 -1.238 -1.343 0.37
H 5.107 -0.203 -0.432 0.18
H 2.153 -0.534 0.526 -0.40
H 3.610 -0.181 1.498 0.21
H 2.649 -2.431 1.352 0.20
H 3.656 0.379 -2.229 0.35
C -1.040 0.283 0.883 -1.18
C -2.129 -0.334 -0.041 0.59
C -2.415 0.710 -1.154 -0.83
O -3.557 1.514 -0.935 -0.39
C -3.367 2.493 0.032 -0.74
N -1.643 -1.599 -0.520 -0.77
H -1.011 -0.282 1.805 0.38
H -1.198 1.339 1.134 0.35
H -0.054 0.257 0.531 0.21
H -3.060 -0.598 0.464 0.21
H -2.633 0.112 -2.059 0.37
H -1.556 1.313 -1.427 0.36
H -3.540 2.099 1.012 0.29
H -4.073 3.365 -0.156 0.24
H -2.411 3.010 -0.025 0.34
H -1.383 -2.132 0.362 0.13
H -0.785 -1.518 -1.023 0.30
```

The value obtained for the HOMO-LUMO gap is 7.192 eV. Its charge is -1. For the calculated total energy, the calculation gives -3093.29430 Eh.

(11)
C6H17DyNO3P2 | ωB97M-V/def2-TZVPD

Structure (XYZ):
```
30
Properties=species:S:1:pos:R:3:mulliken_spin:R:1
C 3.548 0.657 0.503 0.05
C 2.283 -0.178 0.246 -0.05
O 1.410 0.605 -0.559 0.00
C 0.592 -0.101 -1.508 0.03
P -0.850 -1.149 -0.824 0.03
C -1.372 0.028 0.458 0.01
C -1.515 1.468 -0.079 0.01
O -1.685 2.340 1.025 0.00
C -0.526 2.836 1.502 0.06
O -0.348 3.307 2.567 0.01
P -2.751 -2.765 -0.156 0.05
N -2.978 -3.800 -1.413 0.81
H 3.890 0.632 1.553 0.07
H 4.401 0.364 -0.121 -0.02
H 3.297 1.686 0.173 -0.36
H 1.803 -0.451 1.197 -0.01
H 2.567 -1.107 -0.268 -0.01
H 1.207 -0.757 -2.144 0.00
H 0.182 0.685 -2.152 0.00
H -0.069 -2.252 -0.502 0.02
H -1.495 -1.190 -2.061 0.02
H -0.587 -0.041 1.227 0.00
H -2.315 -0.244 0.942 -0.01
H -0.632 1.785 -0.642 0.00
H -2.396 1.556 -0.723 0.00
H 0.229 2.865 0.668 -0.02
H -2.495 -3.362 1.092 0.00
H -3.983 -2.120 0.011 0.05
H -2.692 -4.775 -1.280 -0.02
Dy 3.279 3.478 1.267 4.30
```

The value obtained for the HOMO-LUMO gap (alpha / beta) is 4.738 / 7.292 eV. Its charge is +3. For the calculated total energy, the calculation gives -2085.76193 Eh. Its expectation value of S² is 9.780. Its multiplicity is 6.

(12)
C6H17INO3 | ωB97M-V/def2-TZVPD

Structure (XYZ):
```
28
Properties=species:S:1:pos:R:3:mulliken_charge:R:1
I -10.560 -12.324 6.304 -0.96
C -11.634 -9.479 0.886 -1.32
C -11.492 -8.512 2.013 0.38
C -12.781 -8.573 2.971 -0.62
O -13.944 -8.116 2.220 -0.34
C -15.055 -7.908 3.042 -0.79
N -10.250 -8.824 2.747 -0.76
H -12.624 -9.259 0.488 0.35
H -11.801 -10.469 1.311 0.29
H -10.829 -9.429 0.152 0.35
H -11.242 -7.509 1.668 0.33
H -12.689 -7.960 3.868 0.38
H -12.940 -9.586 3.340 0.35
H -15.007 -6.964 3.584 0.29
H -15.178 -8.728 3.750 0.32
H -16.054 -7.926 2.607 0.29
H -10.118 -8.162 3.498 0.26
H -10.500 -9.578 3.371 0.26
C -10.331 -16.811 3.464 -0.31
C -9.101 -17.568 3.876 -0.44
O -8.449 -17.115 5.106 -0.54
O -9.933 -15.551 3.010 -0.51
H -11.000 -16.759 4.323 0.26
H -11.004 -17.331 2.783 0.30
H -8.244 -17.377 3.230 0.30
H -9.242 -18.645 3.967 0.30
H -7.906 -16.364 4.858 0.31
H -10.333 -14.905 3.597 0.30
```

The value obtained for the HOMO-LUMO gap is 6.665 eV. Its charge is -1. For the calculated total energy, the calculation gives -816.99836 Eh.